53
Properties=species:S:1:pos:R:3:forces:R:3:lowdin_spin:R:1 method="wB97M-V/def2-TZVPD" homo_lumo_gap_ev="6.745 / 8.065" s2=8.81 e_above_lowest_kj_mol=295.24 multiplicity=6 e_tot_ha=-4362.59009 e_homo_ev="-8.010 / -8.056"
C -1.55259 -0.37808 2.54519 -0.869 -0.767 -0.464 -0.004
C -1.96322 0.66609 1.66274 -0.552 -0.337 -0.058 -0.011
C -2.30309 0.08527 0.40450 0.137 0.216 0.340 -0.006
H -2.07250 1.71875 1.91113 0.075 -0.284 -0.008 0.000
C -2.06620 -1.30505 0.47954 0.011 0.087 0.427 0.000
C -1.62066 -1.61305 1.79067 -0.202 0.287 0.598 0.007
H -2.29118 -2.00206 -0.32763 0.253 0.116 0.311 0.000
C 2.18352 1.53050 1.04139 -0.196 0.265 -0.057 -0.019
C 0.92919 2.20197 1.25400 0.693 0.245 -0.366 0.000
C 0.30560 2.34120 -0.01368 0.177 -0.267 -0.487 0.004
H 0.54742 2.54265 2.21811 0.146 0.087 -0.360 0.001
C 1.11363 1.71291 -1.02149 -0.166 0.816 0.607 -0.003
C 2.27000 1.21806 -0.34505 -0.135 -0.183 0.226 -0.010
H -2.79365 0.57979 -0.44236 0.530 -0.068 0.335 0.000
H -1.34317 -2.60371 2.15029 -0.126 0.354 -0.026 0.000
H -1.23904 -0.27094 3.58469 -0.149 -0.066 -0.298 0.000
H 3.11185 0.74633 -0.85032 -0.172 0.041 0.303 0.000
H -0.60717 2.89988 -0.23055 0.235 -0.366 0.234 0.000
H 2.90128 1.27507 1.82775 -0.206 0.104 -0.451 0.000
Dy 0.38242 -0.21655 1.11109 0.373 0.184 -2.238 5.056
C 1.03100 1.99867 -2.54289 -0.675 -1.385 -0.651 0.000
C 2.29380 2.78520 -2.93492 0.440 -0.076 -0.238 0.000
C -0.16339 2.86681 -2.94448 0.073 -0.037 -0.527 0.000
H 2.35198 3.71733 -2.38993 -0.161 0.231 0.383 0.000
H 2.32780 3.07182 -3.99090 -0.298 -0.237 -0.021 0.000
H 3.22907 2.26293 -2.73177 -0.111 -0.227 0.074 0.000
H -0.11011 3.82549 -2.43861 -0.117 0.151 0.184 0.000
H -1.12215 2.39177 -2.74248 -0.042 -0.023 0.086 0.000
H -0.11302 3.09220 -4.03645 -0.029 -0.266 0.688 0.000
C 1.06057 0.67483 -3.49682 -0.120 -1.266 0.120 0.000
C -0.01870 -0.50554 -3.81368 0.466 -2.552 0.464 0.000
H 1.94632 0.10707 -3.17538 -0.145 0.130 -0.342 0.000
H 1.23033 1.05967 -4.50794 0.250 0.049 0.055 0.000
O 0.10212 -1.75532 -3.60637 1.757 3.889 1.065 0.000
N -1.18165 -0.18668 -4.46995 -0.655 0.448 0.034 0.000
C -2.26873 -1.17241 -4.33501 0.768 -0.025 0.026 0.000
H -1.10921 0.29925 -5.32903 0.071 0.991 -0.457 0.000
C -3.42138 -0.59351 -3.56666 -0.170 0.490 0.367 0.000
C -4.21814 -1.37645 -2.70961 -0.021 0.393 -0.589 0.000
H -3.98240 -2.43183 -2.54376 -0.140 0.308 -0.208 0.000
C -5.32922 -0.79551 -2.09663 0.055 0.282 -0.031 0.000
H -5.99866 -1.39804 -1.49182 0.145 0.017 0.021 0.000
C -5.60554 0.56392 -2.26485 0.118 0.292 -0.213 0.000
H -6.48981 1.02140 -1.81215 0.306 -0.275 -0.095 0.000
C -4.73570 1.36591 -3.01688 0.111 -0.334 0.150 0.000
H -4.90174 2.43086 -3.15455 -0.130 -0.132 0.216 0.000
C -3.62362 0.79230 -3.62566 -0.462 -0.413 -0.069 0.000
H -2.89299 1.39424 -4.16730 -0.444 -0.073 0.079 0.000
H -1.71335 -1.82307 -3.68625 -0.811 -1.307 0.026 0.000
H -2.52217 -1.71853 -5.27783 0.113 0.625 0.716 0.000
Se 3.74963 -2.72279 3.99835 0.363 -0.279 0.266 0.000
C 2.55714 -2.11964 2.90310 -2.222 1.459 -1.808 0.000
N 1.72306 -1.63756 2.17077 1.863 -1.311 1.662 -0.015